Arrangement w

ORCA calculation (wB97M-V/def2-TZVPD) on a 9-piece molecular cluster, H18O9 overall.

The SMILES is O.O.O.O.O.O.O.O.O. The LUMO energy comes out at -0.280 eV. Its HOMO energy is -9.247 eV. As for the spin multiplicity: 1.

```
27
H18O9, DFT wB97M-V/def2-TZVPD
O 13.3898 18.3895 1.3989
H 13.5111 17.7425 2.0688
H 12.5923 18.7934 1.6701
O 11.3020 19.8247 2.4744
H 11.7433 20.1053 3.2746
H 11.3929 20.5031 1.8307
O 10.9195 18.2234 -0.7709
H 11.4871 17.4535 -0.8740
H 10.1654 17.8662 -0.3762
O 7.1356 22.0153 -1.0149
H 7.5339 22.2176 -0.1779
H 6.2031 22.0508 -0.8077
O 12.8112 19.5002 -3.2608
H 13.5022 19.7069 -2.6334
H 12.0301 19.9159 -2.8900
O 14.4231 18.9233 -0.9831
H 13.9094 18.7715 -0.1581
H 15.3129 18.8081 -0.6377
O 11.1018 20.8491 -0.2065
H 10.2515 21.0393 0.2418
H 11.1621 19.8918 -0.1550
O 8.8126 21.1517 1.3117
H 9.0232 21.3740 2.2353
H 7.9651 20.6872 1.2856
O 10.3578 20.6912 -2.8687
H 10.5749 21.0299 -2.0217
H 9.5543 20.2178 -2.6544
```

Results of the Löwdin charge analysis, in e, for atoms 1 through 5: O -0.01; H 0.05; H -0.02; O -0.03; H 0.07

---

Arrangement x

ORCA calculation (wB97M-V/def2-TZVPD) on H18O9 as an isolated structure.

The LUMO energy comes out at -0.324 eV. Its HOMO energy is -8.593 eV. As for the spin multiplicity: 1.

```
27
H18O9, DFT wB97M-V/def2-TZVPD
O -1.3550 0.0441 -1.8195
H -0.5199 -0.4184 -1.7496
H -1.1789 0.7680 -2.4205
O 1.8330 -0.1162 1.8051
H 1.2240 -0.1668 2.5419
H 2.6963 -0.0423 2.2120
O 1.6801 -2.0560 0.7629
H 0.8850 -1.8062 1.2337
H 2.2721 -2.3751 1.4440
O -0.0380 0.4437 0.0971
H 0.6021 0.0330 0.6785
H -0.5777 -0.2820 -0.2164
O -0.9217 -1.3543 -0.2002
H -0.6042 -2.2072 -0.4968
H -1.8636 -1.3767 -0.3694
O 0.1280 2.7195 -0.0080
H -0.4067 3.3349 -0.5096
H -0.2498 1.8613 -0.2003
O 1.4170 0.8439 -1.8289
H 0.6763 0.5020 -1.3281
H 1.7207 0.0988 -2.3472
O -0.2559 -1.2447 1.9237
H -0.9502 -0.6321 2.1662
H -0.3867 -1.3975 0.9879
O -1.9214 1.6285 -0.3966
H -2.3001 2.2710 -0.9966
H -1.6047 0.9266 -0.9652
```

Results of the Löwdin charge analysis, in e, for atoms 1 through 5: O 0.02; H 0.08; H 0.13; O -0.06; H 0.06

---

Arrangement y

ORCA calculation (wB97M-V/def2-TZVPD) on a 9-piece molecular cluster, H18O9 overall.

The SMILES is O.O.O.O.O.O.O.O.O. The LUMO energy comes out at -0.129 eV. Its HOMO energy is -10.390 eV. As for the spin multiplicity: 1.

```
27
H18O9, DFT wB97M-V/def2-TZVPD
O -2.5970 0.3401 -2.2489
H -3.0601 -0.0744 -2.9857
H -2.3847 -0.3900 -1.6485
O 2.1342 2.1273 -0.3695
H 2.5533 2.1578 0.4932
H 1.8515 3.0353 -0.5265
O -0.5972 0.6825 0.3657
H -0.4565 0.1044 -0.3911
H 0.2910 0.9786 0.6113
O -0.7498 -2.2388 -3.5025
H -0.0245 -2.8570 -3.3523
H -0.8456 -1.7619 -2.6682
O -2.9825 1.3956 1.5818
H -2.7145 1.8754 2.3707
H -2.1502 1.2559 1.0740
O 2.4586 -0.3924 1.8518
H 2.8412 -0.5582 0.9787
H 3.0930 0.1827 2.2940
O 1.2787 -3.0938 -0.3384
H 1.2130 -3.4253 0.5647
H 0.5272 -2.4967 -0.4344
O -1.6667 -1.9148 -0.6787
H -1.6084 -2.8805 -0.6923
H -2.4394 -1.7238 -0.1232
O 1.7526 3.3405 2.3184
H 1.9894 2.4368 2.5608
H 2.2933 3.8946 2.8950
```

Results of the Löwdin charge analysis, in e, for atoms 1 through 5: O -0.05; H 0.04; H -0.02; O -0.05; H -0.01

---

Most stable structure - arrangement w; separation to the second - 0.218 eV.